No. 1
# C6H11N

C6H11N as an isolated structure (ωB97M-V with the def2-TZVPD basis set, the Open Molecules 2025 dataset).

The geometry in ORCA input format:
```
! RIJCOSX wB97M-V def2-TZVPD def2/J DEFGRID3
* xyz -1 2
C -1.05073 -1.48304 0.56829
N 0.31895 -1.15334 1.01053
C 0.99036 -0.15774 0.16642
C 0.95099 -0.39127 -1.19653
C 0.17679 0.85769 -1.28470
C -1.24511 1.11836 -1.25837
C 1.37863 0.96152 1.11024
H -1.71493 -0.70218 0.96296
H -1.38515 -2.39636 1.02187
H -1.32573 -1.50536 -0.48213
H 0.94710 -1.96492 1.12128
H 0.90626 -1.36139 -1.80860
H 0.83681 1.69636 -1.18809
H -1.67154 2.07503 -0.88545
H -1.93447 0.65712 -2.01785
H 1.51037 0.48541 2.12315
H 2.05376 1.76825 0.75434
H 0.25764 1.49585 1.28263
*
```

Results
**E_HOMO (spin up / spin down)**: -0.228 / -1.714 eV
**HOMO-LUMO gap (spin up / spin down)**: 4.6 / 6.0 eV
**ΔE to the lowest compared entry with this formula, charge and spin**: 4.0897 eV
**<S²>**: 0.76

No. 2
# C6H16N

A 2-piece molecular cluster, C6H16N overall (ωB97M-V with the def2-TZVPD basis set, the Open Molecules 2025 dataset).

The geometry in ORCA input format:
```
! RIJCOSX wB97M-V def2-TZVPD def2/J DEFGRID3
* xyz 1 1
C -2.68933 0.75612 0.91432
C -2.23337 0.14150 -0.42447
C -1.08287 -0.76979 -0.31078
C -0.08629 -1.15841 -1.41989
C 1.14517 -0.32784 -1.91483
C 1.81258 0.30160 -0.72749
N 0.89889 1.35206 -0.21854
H -3.18859 0.12118 1.63576
H -1.77659 1.25218 1.34127
H -3.51116 1.49237 0.74050
H -1.89026 0.91576 -1.12760
H -3.07711 -0.31380 -0.95737
H 0.01410 0.85884 0.12475
H -1.29913 -1.65256 0.29175
H 0.37139 -2.07397 -1.02339
H -0.76140 -1.32985 -2.28388
H 1.69878 -1.03810 -2.54606
H 0.50270 0.47182 -2.52296
H 2.76742 0.75375 -1.02208
H 2.09086 -0.44327 0.06131
H 4.24689 -0.63072 5.57418
H 4.77515 -0.33277 5.14101
H 1.27215 1.65389 0.67449
*
```

Results
**E_HOMO**: -14.233 eV
**HOMO-LUMO gap**: 7.1 eV
**ΔE to the lowest compared entry with this formula, charge and spin**: 4.9918 eV

No. 3
# C4H12N4O

C4H12N4O as an isolated structure (ωB97M-V with the def2-TZVPD basis set, the Open Molecules 2025 dataset).

The geometry in ORCA input format:
```
! RIJCOSX wB97M-V def2-TZVPD def2/J DEFGRID3
* xyz 0 1
C 0.19814 0.09369 -1.94234
C 1.11213 1.52810 -0.07391
C 0.48660 0.19828 -0.45285
O 2.30399 -0.70427 0.70518
N 1.12228 -0.97373 0.03364
H 2.72613 -1.57419 0.77039
H -0.08148 -0.91974 -2.23209
H -0.63160 0.76029 -2.18685
H 0.44341 2.32614 -0.39856
H 2.08920 1.64942 -0.54528
H 1.22940 1.62311 1.00458
H 1.06763 0.39696 -2.53114
C -1.06707 -0.05445 0.61151
N -1.97843 -0.83011 -0.15438
N -0.25458 -0.90249 1.52880
N -1.54050 0.98607 1.30072
H -2.86357 -0.96453 0.31767
H -1.60728 -1.70510 -0.50407
H 0.09430 -0.35067 2.31063
H -0.44445 -1.90148 1.56259
H -2.40423 1.31871 0.87577
*
```

Results
**E_HOMO (spin up / spin down)**: -7.416 / -7.988 eV
**HOMO-LUMO gap (spin up / spin down)**: 6.9 / 8.4 eV
**ΔE to the lowest compared entry with this formula, charge and spin**: 6.2269 eV

No. 4
# C2H7NO3

C2H7NO3 as an isolated structure (ωB97M-V with the def2-TZVPD basis set, the Open Molecules 2025 dataset).

The geometry in ORCA input format:
```
! RIJCOSX wB97M-V def2-TZVPD def2/J DEFGRID3
* xyz 0 1
H 0.52913 0.87551 -0.55155
O 0.00549 1.77455 -1.25187
N 1.15431 -0.05511 0.16588
H 0.33995 1.60798 -2.18883
H 1.49335 0.43895 0.95762
H 1.80970 -0.58985 -0.38747
C 0.10562 -1.02208 0.69800
H 0.00686 -1.91124 0.08227
H 0.31404 -1.38018 1.70386
C -1.28802 -0.32808 0.64157
O -1.93707 -0.27244 1.65240
O -1.51800 -0.03790 -0.58225
H -1.01537 0.89989 -0.93963
*
```

Results
**E_HOMO**: -9.817 eV
**HOMO-LUMO gap**: 10.1 eV
**ΔE to the lowest compared entry with this formula, charge and spin**: 1.7347 eV

No. 5
# C37H38N2PS2Ti

C37H38N2PS2Ti as an isolated structure (ωB97M-V with the def2-TZVPD basis set, the Open Molecules 2025 dataset).

The geometry in ORCA input format:
```
! RIJCOSX wB97M-V def2-TZVPD def2/J DEFGRID3
* xyz 1 1
Ti 1.03622 -0.46320 -0.89900
C 2.34843 -2.65578 -2.90316
N 2.33531 -2.16680 -1.49142
C 2.02453 -3.32286 -0.61516
C 1.94010 -2.88857 0.82113
N 0.97225 -1.76037 0.94864
C -0.41893 -2.29488 0.90921
C 1.16614 -1.05034 2.22361
C 0.96413 -1.73127 3.41577
C 1.10628 -1.06375 4.61976
C 1.44843 0.28559 4.61847
C 1.65157 0.95351 3.42299
C 1.51716 0.28870 2.20104
S 1.85423 1.13013 0.68465
C 3.63610 -1.53257 -1.19837
C 4.68353 -2.23089 -0.60890
C 5.89897 -1.60322 -0.41075
C 6.07394 -0.28253 -0.81136
C 5.03627 0.40806 -1.40914
C 3.80515 -0.21066 -1.61288
S 2.46984 0.62869 -2.41339
H 1.42493 -3.19619 -3.09867
H 3.19966 -3.32584 -3.02366
H 2.43206 -1.81310 -3.58011
H 2.75849 -4.12148 -0.73862
H 1.07063 -3.71899 -0.96316
H 2.89740 -2.53625 1.19245
H 1.62117 -3.72616 1.44325
H -0.53005 -3.15332 1.57265
H -0.70144 -2.60312 -0.10027
H -1.08440 -1.51407 1.24257
H 0.68472 -2.77891 3.41325
H 0.94756 -1.59083 5.55090
H 1.55771 0.81759 5.55511
H 1.92267 2.00234 3.41818
H 4.57045 -3.26340 -0.30542
H 6.71084 -2.14683 0.05354
H 7.02518 0.20853 -0.65377
H 5.16224 1.43666 -1.72035
C -0.86490 3.53960 1.39819
C -1.56146 2.35340 2.02433
C -1.99529 2.51077 3.33919
C -2.67434 1.51640 4.02197
C -2.95208 0.31979 3.38273
C -2.53885 0.13922 2.07232
C -1.83272 1.12790 1.37828
P -1.26066 0.78814 -0.32506
C -1.44278 2.32523 -1.29111
C -0.28685 2.87151 -1.84753
C -0.32750 3.99618 -2.65257
C -1.55236 4.59510 -2.90682
C -2.70294 4.07220 -2.33833
C -2.67936 2.94285 -1.52167
C -3.98552 2.47708 -0.92967
C -2.38121 -0.41777 -1.11416
C -3.70254 -0.73738 -0.80879
C -4.35468 -1.75510 -1.49073
C -3.68590 -2.45239 -2.48987
C -2.38128 -2.11458 -2.82013
C -1.71960 -1.08953 -2.14958
C -0.31709 -0.67258 -2.52204
H -1.54515 4.11897 0.76994
H -0.01643 3.25310 0.78640
H -0.49840 4.19935 2.18437
H -1.78604 3.45113 3.83607
H -2.99470 1.68280 5.04286
H -3.49015 -0.46858 3.89329
H -2.79388 -0.79152 1.58509
H 0.67529 2.43315 -1.62325
H 0.58751 4.40030 -3.06638
H -1.61292 5.47405 -3.53613
H -3.65579 4.55725 -2.51854
H -4.64510 3.33130 -0.78101
H -3.86201 1.98538 0.03456
H -4.49439 1.78114 -1.60025
H -4.23234 -0.20594 -0.02916
H -5.37812 -2.00345 -1.24077
H -4.18611 -3.25319 -3.02016
H -1.87250 -2.63836 -3.62151
H -0.33431 0.30744 -3.00947
H 0.11599 -1.36399 -3.24454
*
```

Results
**E_HOMO**: -10.356 eV
**HOMO-LUMO gap**: 7.0 eV
**ΔE to the lowest compared entry with this formula, charge and spin**: 0.0000 eV

No. 6
# C22H31FN4O4S2

A 2-piece molecular cluster, C22H31FN4O4S2 overall (ωB97M-V with the def2-TZVPD basis set, the Open Molecules 2025 dataset).

The geometry in ORCA input format:
```
! RIJCOSX wB97M-V def2-TZVPD def2/J DEFGRID3
* xyz 0 1
O -3.06075 4.50079 3.95278
O -3.64362 2.74359 -0.24424
F -1.47027 2.84152 -3.05503
N 1.82763 -2.20700 -1.73497
O 1.21202 1.92459 -2.82908
O 3.93395 -6.48664 -2.61224
S 4.25580 -1.31453 -1.73491
S 1.68421 1.96357 1.07113
C -2.75965 3.33947 4.18445
C -3.67062 2.49896 0.95386
C 3.06823 -2.60540 -1.63672
C 2.93839 -0.19602 -1.92929
C 1.71928 -0.83028 -1.92000
C -2.05087 -0.52395 -1.82892
C -2.26321 0.77717 -2.26802
C -0.74928 -1.00995 -1.72902
C -1.18619 1.59769 -2.59930
C 0.14480 1.12596 -2.47930
C 0.37070 -0.21176 -2.05015
N -4.83063 2.02445 1.43370
N 3.37126 -3.96263 -1.46600
N -2.45531 2.45543 3.23470
C 1.23046 3.26287 -2.30323
C 1.57497 0.19051 1.43162
C -2.73602 2.83260 5.60683
C -5.26725 1.71953 2.79522
C 4.93518 -5.45263 -2.65239
C 2.59357 -5.96134 -2.66811
C 0.15520 2.56808 1.84198
C 4.76224 -4.47008 -1.48471
C 2.32491 -5.01299 -1.49205
C -1.15150 2.09138 1.18704
C -2.39399 2.76995 1.79875
H 3.08082 0.87078 -2.03043
H -2.89581 -1.15775 -1.57616
H -3.27073 1.17297 -2.35731
H -0.61313 -2.03454 -1.39455
H -5.53236 1.93650 0.71401
H -2.23504 1.51614 3.51837
H 0.83966 3.96720 -3.04368
H 0.63717 3.35050 -1.38736
H 2.25905 3.55059 -2.06852
H 0.70830 -0.23670 0.92752
H 1.48542 0.03702 2.50669
H 2.47373 -0.30932 1.06996
H -1.76027 2.40130 5.82260
H -2.91940 3.66983 6.27951
H -3.51543 2.08490 5.73786
H -5.22085 2.61906 3.41213
H -4.65185 0.93014 3.22782
H -6.30386 1.37957 2.77596
H 5.92951 -5.90592 -2.59898
H 4.86805 -4.90962 -3.60085
H 1.87763 -6.78786 -2.64048
H 2.44421 -5.42179 -3.60905
H 0.16265 2.27626 2.89180
H 0.17553 3.65777 1.80056
H 4.97054 -4.98549 -0.54148
H 5.49942 -3.66972 -1.58412
H 1.31596 -4.60134 -1.58957
H 2.35132 -5.57648 -0.55386
H -1.24223 1.00945 1.28506
H -1.09860 2.33835 0.12797
H -2.23307 3.84524 1.70415
*
```

Results
**E_HOMO**: -7.580 eV
**SMILES string**: COc1c(F)cccc1-c1csc(N2CCOCC2)n1.CNC(=O)[C@H](CCSC)NC(C)=O
**HOMO-LUMO gap**: 8.0 eV

Max |F| for every record listed, in sequence, given in eV/Å: 3.36, 4.04, 1.61, 3.14, 0.82, 1.80.
E for every record listed, in sequence, given in eV: -7884.375, -7960.440, -12345.081, -9819.226, -96037.632, -61855.374.